(1)
{"formula": "C16H28BF4MnN4OS6", "method": "wB97M-V/def2-TZVPD", "species": ["Mn", "C", "C", "S", "C", "C", "S", "C", "C", "S", "C", "C", "S", "H", "H", "H", "H", "H", "H", "H", "H", "H", "H", "H", "H", "H", "H", "H", "H", "C", "N", "C", "C", "C", "N", "C", "O", "N", "H", "H", "H", "H", "H", "H", "H", "F", "B", "F", "F", "F", "S", "C", "N", "C", "C", "S", "H", "H", "H", "H", "H"], "positions_angstrom": [[-0.119, 0.026, 0.053], [1.928, -2.899, 2.335], [0.847, -2.307, 3.222], [-0.639, -2.044, 2.199], [-1.731, -1.175, 3.354], [-1.199, 0.146, 3.877], [-0.730, 1.307, 2.545], [0.900, 1.822, 3.197], [1.717, 2.531, 2.138], [2.086, 1.547, 0.655], [3.617, 0.660, 1.096], [3.424, -0.613, 1.901], [2.398, -1.798, 0.966], [1.570, -3.812, 1.858], [2.825, -3.133, 2.907], [1.157, -1.353, 3.646], [0.597, -2.997, 4.029], [-1.953, -1.842, 4.187], [-2.639, -1.016, 2.772], [-0.333, 0.001, 4.520], [-1.981, 0.629, 4.462], [1.417, 0.937, 3.565], [0.717, 2.503, 4.029], [2.667, 2.868, 2.553], [1.171, 3.389, 1.750], [4.266, 1.362, 1.620], [4.064, 0.425, 0.129], [2.940, -0.409, 2.855], [4.391, -1.082, 2.088], [-4.732, -0.705, -1.077], [-3.535, -1.512, -1.299], [-3.514, -2.541, -2.183], [-2.392, -3.255, -2.414], [-1.217, -2.878, -1.701], [-1.259, -1.892, -0.814], [-2.383, -1.185, -0.615], [-2.367, -0.241, 0.199], [-0.063, -3.530, -1.856], [-5.613, -1.286, -1.337], [-4.699, 0.200, -1.682], [-4.770, -0.411, -0.033], [-4.446, -2.755, -2.688], [-2.380, -4.064, -3.128], [0.061, -4.132, -2.651], [0.762, -3.096, -1.472], [0.312, -1.290, -3.617], [0.553, -0.166, -2.869], [1.272, -0.529, -1.644], [1.238, 0.813, -3.541], [-0.672, 0.356, -2.329], [-0.591, 2.732, -0.467], [0.223, 3.195, -1.862], [-0.381, 3.297, -3.033], [0.417, 3.638, -4.201], [1.647, 4.358, -3.662], [1.879, 3.723, -1.963], [-1.301, 2.894, -3.137], [-0.164, 4.279, -4.862], [0.697, 2.728, -4.733], [1.502, 5.435, -3.597], [2.540, 4.144, -4.241]], "mol_weight_da": 626.571, "charge": 1, "homo_lumo_gap_ev": [8.47, 8.82], "spin_multiplicity": 2, "de_lowest_kcal_mol": 34.01}

(2)
{"formula": "C16H28BiClOZn", "method": "wB97M-V/def2-TZVPD", "species": ["Bi", "Cl", "C", "H", "H", "H", "Zn", "C", "C", "C", "H", "H", "H", "H", "H", "H", "H", "H", "C", "C", "C", "C", "C", "C", "C", "C", "C", "C", "C", "C", "O", "H", "H", "H", "H", "H", "H", "H", "H", "H", "H", "H", "H", "H", "H", "H", "H", "H"], "positions_angstrom": [[-0.657, 0.331, -2.404], [0.021, -1.890, -1.045], [1.511, 0.241, -3.077], [2.195, 1.096, -2.970], [1.419, -0.152, -4.107], [1.894, -0.620, -2.438], [-0.997, -3.154, -3.161], [0.189, -4.714, -3.966], [-2.238, -4.251, -1.830], [-1.611, -1.400, -4.028], [-2.620, -3.600, -1.039], [-3.030, -4.533, -2.553], [-1.783, -5.188, -1.444], [1.268, -4.483, -3.726], [0.023, -5.825, -3.758], [0.065, -4.564, -5.069], [-1.112, -0.990, -4.937], [-2.674, -1.066, -3.993], [-2.698, 0.463, 3.413], [-2.209, 0.706, 1.999], [-3.312, 1.450, 1.215], [-0.916, 1.522, 2.072], [-0.798, 2.619, 2.913], [0.418, 3.281, 3.051], [1.554, 2.734, 2.442], [1.446, 1.633, 1.605], [2.700, 0.964, 1.061], [3.307, 1.743, -0.079], [3.707, 0.800, 2.207], [0.124, 1.358, 1.082], [-0.068, 1.200, -0.212], [-3.024, 1.407, 3.849], [-1.895, 0.054, 4.021], [-3.530, -0.234, 3.394], [-2.020, -0.244, 1.461], [-3.608, 2.337, 1.803], [-2.987, 1.761, 0.203], [-4.182, 0.777, 1.116], [-1.685, 2.923, 3.459], [0.474, 4.109, 3.749], [2.511, 3.196, 2.648], [2.431, -0.020, 0.668], [3.604, 2.734, 0.239], [4.218, 1.230, -0.369], [2.653, 1.897, -0.935], [3.270, 0.319, 3.099], [4.587, 0.253, 1.863], [4.062, 1.793, 2.508]], "mol_weight_da": 546.222, "charge": -2, "homo_lumo_gap_ev": 5.18, "de_lowest_kcal_mol": 0.00}

(3)
{"formula": "C16H28Cl4N2O6P", "method": "wB97M-V/def2-TZVPD", "species": ["C", "C", "C", "C", "C", "N", "C", "C", "C", "C", "O", "O", "C", "P", "N", "O", "O", "C", "C", "O", "O", "H", "H", "H", "H", "H", "H", "H", "H", "H", "H", "H", "H", "H", "H", "H", "H", "H", "H", "H", "H", "Cl", "C", "C", "Cl", "H", "H", "H", "H", "Cl", "C", "C", "Cl", "H", "H", "H", "H"], "positions_angstrom": [[-0.238, 3.298, 0.774], [-0.788, 2.318, 1.804], [-1.871, 1.403, 1.239], [-1.401, 0.581, 0.026], [-1.773, -0.890, 0.148], [-1.019, -1.704, -0.855], [-1.580, -1.831, -2.068], [-0.971, -2.563, -3.042], [0.242, -3.181, -2.770], [0.790, -4.137, -3.802], [0.896, -5.295, -3.559], [1.199, -3.568, -4.962], [0.867, -2.988, -1.545], [2.556, -3.634, -1.198], [3.356, -2.599, -0.402], [3.169, -4.142, -2.577], [2.179, -4.997, -0.507], [0.186, -2.251, -0.565], [0.646, -2.081, 0.856], [-0.132, -3.029, 1.579], [0.703, -3.451, 2.672], [-0.988, 4.037, 0.498], [0.635, 3.815, 1.165], [0.073, 2.797, -0.142], [0.017, 1.714, 2.232], [-1.234, 2.889, 2.621], [-2.724, 2.017, 0.947], [-2.230, 0.728, 2.019], [-1.872, 0.965, -0.882], [-0.326, 0.686, -0.129], [-1.622, -1.306, 1.137], [-2.824, -1.029, -0.096], [-2.535, -1.352, -2.218], [-1.467, -2.694, -3.993], [0.487, -3.124, -5.439], [4.286, -2.398, -0.744], [3.494, -3.402, -3.109], [2.424, -5.774, -1.029], [1.703, -2.287, 0.967], [0.461, -1.068, 1.219], [0.019, -3.717, 3.302], [-0.102, -0.438, 3.856], [-0.321, 0.902, 5.020], [-1.605, 0.759, 5.794], [-3.030, 0.980, 4.742], [-0.306, 1.830, 4.453], [0.533, 0.879, 5.693], [-1.651, 1.525, 6.565], [-1.685, -0.220, 6.257], [-0.055, 3.910, -2.981], [0.318, 5.617, -3.367], [1.148, 6.279, -2.299], [0.241, 6.512, -0.782], [-0.629, 6.130, -3.509], [0.868, 5.613, -4.306], [1.448, 7.267, -2.645], [2.037, 5.699, -2.067]], "mol_weight_da": 517.194, "charge": 1, "homo_lumo_gap_ev": 8.45}

(4)
{"formula": "C16H28IrN2S2Si2", "method": "wB97M-V/def2-TZVPD", "species": ["Ir", "C", "Si", "C", "C", "N", "C", "C", "C", "C", "C", "C", "N", "Si", "C", "C", "C", "H", "H", "H", "H", "H", "H", "H", "H", "H", "H", "H", "H", "H", "H", "H", "H", "H", "H", "H", "H", "H", "H", "C", "C", "S", "C", "C", "S", "H", "H", "H", "H", "H", "H"], "positions_angstrom": [[-0.276, 0.955, -0.566], [-3.509, 0.907, 2.569], [-1.997, 1.987, 2.118], [-1.510, 3.195, 3.516], [-2.320, 2.991, 0.528], [-0.670, 0.992, 1.596], [0.024, 0.081, 2.275], [-0.181, -0.184, 3.646], [0.581, -1.106, 4.313], [1.577, -1.823, 3.637], [1.804, -1.608, 2.304], [1.059, -0.660, 1.576], [1.268, -0.404, 0.284], [2.526, -1.037, -0.730], [2.275, -2.902, -1.076], [2.327, -0.025, -2.331], [4.260, -0.679, -0.017], [-4.395, 1.506, 2.750], [-3.329, 0.305, 3.455], [-3.731, 0.222, 1.755], [-2.314, 3.888, 3.739], [-0.646, 3.781, 3.219], [-1.251, 2.683, 4.437], [-3.166, 3.663, 0.626], [-2.529, 2.322, -0.310], [-1.449, 3.594, 0.274], [-0.965, 0.347, 4.162], [0.414, -1.290, 5.365], [2.165, -2.557, 4.168], [2.551, -2.178, 1.780], [1.249, -3.102, -1.370], [2.481, -3.498, -0.192], [2.926, -3.255, -1.869], [1.524, -0.414, -2.949], [3.232, -0.040, -2.928], [2.101, 1.018, -2.105], [4.426, -1.192, 0.922], [4.382, 0.382, 0.167], [5.040, -0.988, -0.704], [-0.642, 0.445, -5.077], [-0.981, 0.396, -3.615], [-0.661, 1.868, -2.776], [-1.569, -0.702, -3.029], [-2.039, -1.886, -3.821], [-1.894, -0.816, -1.343], [-0.075, 1.348, -5.288], [-1.543, 0.459, -5.691], [-0.036, -0.412, -5.372], [-1.725, -1.833, -4.858], [-3.126, -1.935, -3.784], [-1.664, -2.808, -3.381]], "mol_weight_da": 560.937, "homo_lumo_gap_ev": [6.11, 5.25], "spin_multiplicity": 2, "de_lowest_kcal_mol": 33.92}

(5)
{"formula": "C16H28N", "method": "wB97M-V/def2-TZVPD", "species": ["C", "C", "C", "C", "C", "C", "C", "C", "C", "C", "C", "N", "C", "C", "C", "C", "C", "H", "H", "H", "H", "H", "H", "H", "H", "H", "H", "H", "H", "H", "H", "H", "H", "H", "H", "H", "H", "H", "H", "H", "H", "H", "H", "H", "H"], "positions_angstrom": [[3.376, -2.257, 1.100], [2.559, -1.980, -0.175], [3.065, -0.810, -1.016], [3.334, 0.498, -0.249], [2.319, 0.859, 0.840], [1.710, 2.255, 0.646], [0.839, 2.350, -0.619], [-0.625, 2.084, -0.390], [-1.588, 3.062, -0.652], [-2.931, 2.787, -0.429], [-3.293, 1.536, 0.047], [-2.370, 0.588, 0.293], [-2.841, -0.746, 0.764], [-1.711, -1.590, 1.317], [-3.590, -1.452, -0.378], [-2.708, -1.819, -1.574], [-1.074, 0.848, 0.091], [4.116, -1.488, 1.299], [3.900, -3.202, 1.010], [2.741, -2.307, 1.979], [1.521, -1.784, 0.102], [2.528, -2.885, -0.771], [2.365, -0.624, -1.831], [3.998, -1.116, -1.489], [4.337, 0.460, 0.162], [3.365, 1.295, -0.991], [2.819, 0.850, 1.804], [1.508, 0.138, 0.891], [2.531, 2.957, 0.526], [1.161, 2.554, 1.536], [1.203, 1.640, -1.361], [0.932, 3.329, -1.076], [-1.290, 4.032, -1.017], [-3.710, 3.509, -0.603], [-4.322, 1.288, 0.239], [-3.558, -0.556, 1.555], [-2.156, -2.499, 1.706], [-0.997, -1.890, 0.559], [-1.213, -1.082, 2.139], [-4.429, -0.843, -0.708], [-4.022, -2.356, 0.042], [-2.126, -2.704, -1.348], [-2.012, -1.014, -1.806], [-3.300, -1.986, -2.464], [-0.364, 0.069, 0.300]], "mol_weight_da": 234.407, "charge": 1, "homo_lumo_gap_ev": 9.59, "smiles": "CCCCCCCc1ccc[n+]([C@H](C)CC)c1"}

(6)
{"formula": "C16H28N4O3SeSi2V", "method": "wB97M-V/def2-TZVPD", "species": ["V", "N", "C", "C", "O", "N", "C", "C", "O", "O", "H", "H", "H", "H", "H", "H", "C", "Si", "C", "C", "N", "C", "C", "C", "C", "C", "C", "N", "Si", "C", "C", "C", "H", "H", "H", "H", "H", "H", "H", "H", "H", "H", "H", "H", "H", "H", "H", "H", "H", "H", "H", "H", "H", "H", "Se"], "positions_angstrom": [[0.125, 0.966, -0.746], [1.241, -1.545, -0.840], [2.517, -1.266, -0.203], [3.073, 0.046, -0.757], [4.281, 0.125, -1.034], [2.143, 0.984, -0.964], [2.406, 1.919, -2.052], [1.421, 1.594, -3.175], [1.602, 1.973, -4.325], [0.395, 0.888, -2.779], [0.730, -2.300, -0.405], [1.323, -1.711, -1.835], [3.298, -2.021, -0.356], [2.328, -1.172, 0.867], [3.433, 1.850, -2.410], [2.200, 2.945, -1.729], [2.754, 0.390, 3.007], [1.241, 1.330, 2.366], [0.132, 1.702, 3.852], [1.929, 2.957, 1.772], [0.317, 0.469, 1.191], [-0.541, -0.556, 1.539], [-0.500, -1.262, 2.743], [-1.377, -2.310, 3.027], [-2.313, -2.676, 2.081], [-2.366, -1.999, 0.859], [-1.502, -0.950, 0.541], [-1.453, -0.268, -0.664], [-2.356, -0.571, -2.108], [-2.755, 1.001, -3.024], [-4.044, -1.407, -1.850], [-1.427, -1.739, -3.249], [3.159, 0.952, 3.857], [3.541, 0.325, 2.252], [2.522, -0.619, 3.347], [0.447, 2.646, 4.309], [0.166, 0.923, 4.617], [-0.904, 1.810, 3.527], [2.440, 3.426, 2.622], [1.134, 3.612, 1.413], [2.643, 2.819, 0.960], [0.234, -0.984, 3.487], [-1.313, -2.829, 3.978], [-3.007, -3.489, 2.271], [-3.099, -2.318, 0.137], [-3.210, 1.723, -2.343], [-3.460, 0.769, -3.831], [-1.858, 1.460, -3.437], [-4.643, -0.931, -1.071], [-3.978, -2.473, -1.632], [-4.574, -1.295, -2.803], [-0.508, -1.263, -3.593], [-2.041, -2.004, -4.117], [-1.183, -2.662, -2.712], [-0.763, 3.017, -0.576]], "mol_weight_da": 510.501, "charge": -2, "homo_lumo_gap_ev": [5.82, 5.97], "spin_multiplicity": 2, "de_lowest_kcal_mol": 0.00}

(7)
{"formula": "C16H29B2CdO3Si", "method": "wB97M-V/def2-TZVPD", "species": ["C", "C", "B", "C", "C", "O", "Si", "C", "C", "C", "C", "C", "O", "C", "C", "C", "C", "C", "C", "B", "C", "O", "H", "H", "H", "H", "H", "H", "H", "H", "H", "H", "H", "H", "H", "H", "H", "H", "H", "H", "H", "H", "H", "H", "H", "H", "H", "H", "H", "H", "H", "Cd"], "positions_angstrom": [[3.402, 1.468, 1.302], [1.909, 1.865, 1.185], [1.218, 1.518, -0.267], [2.092, 0.638, -1.331], [1.901, -0.896, -1.101], [2.163, -1.294, 0.229], [1.460, -2.764, 0.721], [0.105, -2.380, 1.994], [2.771, -3.795, 1.638], [0.793, -3.834, -0.678], [-0.204, 0.824, 0.060], [-1.160, 0.701, -1.125], [-0.850, 0.651, -2.297], [-2.653, 0.582, -0.775], [-3.046, -0.648, -0.286], [-4.359, -0.865, 0.092], [-5.272, 0.191, -0.020], [-4.876, 1.397, -0.527], [-3.556, 1.618, -0.907], [1.035, 3.088, -1.056], [0.025, 4.145, -0.397], [1.703, 3.427, -2.158], [3.536, 0.414, 1.555], [3.812, 2.037, 2.154], [4.015, 1.774, 0.446], [1.341, 1.336, 1.966], [1.842, 2.939, 1.434], [3.142, 0.938, -1.423], [1.669, 0.807, -2.338], [0.880, -1.128, -1.436], [2.613, -1.410, -1.771], [-0.874, -2.273, 1.499], [0.312, -1.416, 2.481], [0.051, -3.178, 2.742], [2.262, -4.270, 2.481], [3.202, -4.517, 0.935], [3.547, -3.086, 1.955], [0.084, -4.543, -0.218], [0.212, -3.298, -1.440], [1.595, -4.429, -1.131], [-0.113, -0.156, 0.556], [-0.709, 1.481, 0.794], [-2.326, -1.461, -0.198], [-4.599, -1.873, 0.506], [-6.296, 0.009, 0.313], [-5.617, 2.192, -0.591], [-3.237, 2.582, -1.296], [-0.748, 4.407, -1.136], [0.613, 5.057, -0.219], [-0.410, 3.787, 0.539], [1.238, 4.156, -2.598], [-5.635, -2.520, -0.859]], "mol_weight_da": 431.527, "charge": 1, "homo_lumo_gap_ev": 1.81}

(8)
{"formula": "C16H29Br8NO", "method": "wB97M-V/def2-TZVPD", "species": ["C", "C", "C", "O", "C", "H", "H", "H", "H", "H", "H", "H", "H", "Br", "C", "C", "Br", "H", "H", "H", "H", "Br", "C", "C", "Br", "H", "H", "H", "H", "Br", "C", "C", "Br", "H", "H", "H", "H", "Br", "C", "C", "Br", "H", "H", "H", "H", "N", "C", "C", "C", "C", "H", "H", "H", "H", "H"], "positions_angstrom": [[0.095, -4.021, -4.962], [0.909, -2.802, -5.390], [0.361, -1.755, -4.439], [0.279, -2.454, -3.204], [-0.307, -3.716, -3.484], [0.653, -4.957, -4.891], [-0.807, -4.263, -5.524], [0.726, -2.486, -6.420], [1.983, -2.906, -5.253], [-0.630, -1.393, -4.735], [0.980, -0.872, -4.304], [-1.396, -3.646, -3.369], [0.040, -4.488, -2.800], [4.777, 2.618, 4.598], [3.632, 1.064, 4.302], [2.618, 1.249, 3.214], [1.415, -0.327, 3.217], [3.189, 0.817, 5.263], [4.341, 0.272, 4.073], [3.060, 1.268, 2.226], [2.024, 2.146, 3.365], [1.313, 1.927, -0.008], [1.111, 0.078, -0.696], [-0.342, -0.156, -1.050], [-0.926, 0.751, -2.703], [1.520, -0.574, 0.069], [1.728, 0.021, -1.589], [-0.980, 0.204, -0.248], [-0.560, -1.213, -1.180], [-2.845, -0.144, 1.752], [-4.754, 0.284, 1.702], [-5.537, -0.930, 2.200], [-7.446, -0.408, 2.133], [-4.908, 0.409, 0.636], [-4.981, 1.196, 2.240], [-5.335, -1.111, 3.248], [-5.414, -1.780, 1.543], [0.314, -3.681, 0.626], [-1.586, -3.472, 1.166], [-2.209, -4.818, 0.812], [-4.135, -4.740, 1.062], [-2.031, -2.598, 0.701], [-1.589, -3.220, 2.226], [-1.803, -5.686, 1.314], [-2.017, -4.867, -0.258], [3.032, 7.337, 1.906], [2.444, 6.205, 2.411], [1.896, 5.523, 1.346], [2.228, 6.236, 0.186], [2.930, 7.355, 0.541], [3.627, 7.932, 2.452], [2.395, 6.063, 3.477], [1.389, 4.573, 1.373], [2.040, 5.901, -0.823], [3.487, 8.057, -0.055]], "mol_weight_da": 890.646, "homo_lumo_gap_ev": 8.55, "de_lowest_kcal_mol": 0.00, "smiles": "c1cc[nH]c1.C1CCOC1.BrCCBr.BrCCBr.BrCCBr.BrCCBr"}